A molecular structure, C8H8N2NiS6, computed with ωB97M-V/def2-TZVPD.

maximum force: 0.0066 Eh/bohr
Kohn-Sham gap (alpha / beta): 0.245 / 0.231 Eh
HOMO (alpha / beta): -6.65 / -7.13 eV
<S²>: 2.0187

```
! RIJCOSX wB97M-V def2-TZVPD def2/J DEFGRID3
* xyz 0 3
Ni -0.931 -0.287 -0.615
S -2.493 -1.859 -0.287
S -3.911 -1.721 -1.674
S -3.383 -0.290 -3.076
S -1.750 0.679 -2.484
C 1.515 -1.044 -3.111
C 1.937 -0.512 -1.781
N 1.121 -0.248 -0.800
C 1.787 0.227 0.317
C 3.126 0.330 0.177
S 3.574 -0.161 -1.396
C 0.940 0.542 1.472
C 1.291 0.949 2.712
S -0.115 1.159 3.660
C -1.107 0.736 2.326
N -0.421 0.426 1.264
C -2.597 0.711 2.403
H 0.484 -1.378 -3.046
H 2.154 -1.872 -3.421
H 1.569 -0.264 -3.872
H 3.854 0.675 0.895
H 2.279 1.114 3.114
H -2.959 1.243 3.281
H -2.952 -0.319 2.437
H -3.013 1.164 1.504
*
```